[1]
The following is a DFT calculation (ωB97M-V with the def2-TZVPD basis set) of 9 unconnected molecules or ions with the total composition H18O9.

Atoms and positions in Å:
H -0.49 0.72 0.19
H 0.26 -0.42 -0.54
H -2.57 -2.10 -0.85
H -2.03 -0.83 -1.07
H 0.96 -1.60 -2.93
H -0.20 -1.99 -1.97
H -3.18 0.14 0.40
H -3.94 1.46 0.26
H 0.92 3.63 2.27
H 1.86 2.63 2.07
H 1.03 -3.09 2.04
H 0.03 -2.54 1.10
H 2.80 -1.68 -1.54
H 3.23 -0.78 -2.50
H 0.70 1.32 -3.23
H -0.64 0.86 -2.63
H -0.26 1.42 4.34
H 0.68 2.42 3.92
O 0.33 0.21 0.22
O -2.74 -1.21 -0.64
O 0.64 -2.31 -2.38
O -3.22 0.91 -0.09
O 1.81 3.52 1.92
O 0.14 -2.67 2.13
O 3.58 -1.54 -1.98
O -0.22 1.60 -3.21
O 0.50 1.92 4.69

Its HOMO energy is -11.712 eV. As for the SMILES: O.O.O.O.O.O.O.O.O. The value obtained for the strongest force on any atom is 4.33 eV Å⁻¹. The value obtained for the LUMO energy is -0.98 eV. The gap between HOMO and LUMO comes out at 10.73 eV.

[2]
The following is a DFT calculation (ωB97M-V with the def2-TZVPD basis set) of C9H6O3 in the gas phase.

Atoms and positions in Å:
C -1.05 1.43 -0.18
C -2.29 0.80 0.14
C -2.50 -0.63 0.11
C -1.42 -1.37 -0.07
C -0.03 -0.82 -0.18
C 1.21 -1.50 -0.28
C 2.31 -0.85 0.05
C 2.55 0.49 0.06
C 0.17 0.58 -0.23
H 0.23 2.76 0.05
H -3.10 1.56 0.22
H -3.35 -1.12 0.30
H -1.21 -2.54 -0.16
H 1.31 -2.55 -0.15
H 3.24 -1.35 0.55
O -0.85 2.75 -0.09
O 3.51 1.12 0.10
O 1.27 1.26 -0.23

Its HOMO energy is -8.574 eV. As for the SMILES: O=c1ccc2cccc(O)c2o1. The value obtained for the strongest force on any atom is 7.06 eV Å⁻¹. The value obtained for the LUMO energy is -0.53 eV. The gap between HOMO and LUMO comes out at 8.05 eV.

The highest gap between HOMO and LUMO belongs to which entry? H18O9

What is the strongest force on any atom in the second record? 7.06 eV Å⁻¹